one.
10
Properties=species:S:1:pos:R:3:mulliken_charge:R:1 method="wB97M-V/def2-TZVPD" charge=+1 orbital_gap_ev=10.23 e_lumo_ha=-0.2285
C -0.20 -0.98 0.68 -0.707
N -0.13 0.19 -0.02 0.403
O -0.94 1.29 0.40 -0.322
N 0.72 0.46 -0.93 0.364
O 0.96 1.52 -1.40 -0.490
H -1.27 -1.06 1.24 0.323
H 0.53 -1.03 1.42 0.394
H -0.09 -1.90 0.01 0.292
H -0.76 2.00 -0.18 0.394
H 1.18 -0.49 -1.22 0.349

=====

two.
10
Properties=species:S:1:pos:R:3:mulliken_charge:R:1 method="wB97M-V/def2-TZVPD" charge=+1 orbital_gap_ev=10.12 e_lumo_ha=-0.2243
C 0.41 -0.60 1.08 -0.645
N 0.51 -0.30 -0.28 -0.120
N -0.41 0.35 -0.71 0.459
O -0.74 1.01 -1.91 -0.104
O -0.12 0.88 -3.15 -0.216
H -0.57 -0.88 1.47 0.335
H 0.86 0.28 1.58 0.357
H 1.01 -1.50 1.34 0.297
H -1.19 0.71 -0.15 0.273
H -0.78 1.22 -3.73 0.364

=====

three.
10
Properties=species:S:1:pos:R:3:mulliken_charge:R:1 method="wB97M-V/def2-TZVPD" charge=+1 orbital_gap_ev=9.38 e_lumo_ha=-0.1842
C 0.90 -0.74 0.38 0.101
N -1.08 -0.11 0.52 0.126
N 1.61 0.26 0.13 -0.156
O -0.92 1.12 -0.06 -0.460
O -1.78 -0.94 -0.20 -0.269
H 1.17 -1.78 0.50 0.366
H 2.63 0.26 0.02 0.264
H 1.14 1.17 0.03 0.285
H -1.80 1.52 -0.16 0.387
H -1.87 -0.75 -1.16 0.356

=====

Least stable of them? two.

=====

one.
19
Properties=species:S:1:pos:R:3:mulliken_charge:R:1 method="wB97M-V/def2-TZVPD" orbital_gap_ev="6.78 / 6.78" e_lumo_ha="0.0314 / 0.0314"
C 1.26 1.27 0.90 -1.058
N 0.31 0.22 0.59 -0.075
C 0.85 -1.41 0.18 -0.456
N 1.54 -1.48 -1.03 -0.383
C -0.74 0.52 -0.22 0.252
N -1.07 1.85 -0.49 -0.436
N -1.52 -0.41 -0.69 -0.542
N -2.42 -1.05 0.17 -0.391
H 0.77 2.08 1.46 0.400
H 2.05 0.88 1.55 0.288
H 1.74 1.70 0.01 0.352
H -0.01 -2.06 0.23 0.403
H 1.48 -1.53 1.07 0.292
H 1.16 -2.15 -1.69 0.214
H 2.47 -1.08 -1.04 0.193
H -1.86 1.95 -1.12 0.315
H -0.29 2.43 -0.76 0.219
H -2.37 -0.68 1.12 0.171
H -3.34 -1.05 -0.25 0.240

=====

two.
19
Properties=species:S:1:pos:R:3:mulliken_charge:R:1 method="wB97M-V/def2-TZVPD" orbital_gap_ev=9.60 e_lumo_ha=0.0314
C -1.75 -1.45 -0.20 -0.977
N -0.56 -0.99 -0.85 -0.503
C 0.06 -0.01 -0.26 0.561
N 1.31 0.41 -0.85 -0.268
N 1.32 0.02 -2.29 -0.658
N -0.28 0.53 0.99 0.228
C -0.15 -0.37 2.12 -0.735
N 0.15 1.87 1.00 -0.811
H -1.60 -2.30 0.45 0.277
H -2.38 -1.96 -0.98 0.257
H -2.23 -0.51 0.16 0.398
H 1.20 1.52 -0.86 0.375
H 0.46 -0.44 -2.62 0.339
H 2.03 -0.77 -2.37 0.257
H 0.93 -0.61 2.55 0.261
H -0.74 -1.29 1.86 0.157
H -0.63 0.05 2.97 0.357
H -0.64 2.48 1.44 0.256
H 1.03 1.90 1.55 0.231

=====

Least stable of them? one.

=====

one.
9
Properties=species:S:1:pos:R:3:mulliken_charge:R:1 method="wB97M-V/def2-TZVPD" orbital_gap_ev=11.00 e_lumo_ha=0.0283
N -2.69 -1.19 -1.76 -0.369
C -1.80 -1.00 -1.08 0.016
C -0.80 -0.75 -0.16 0.290
C 0.13 0.43 -0.49 -0.393
N -0.77 0.48 0.66 -0.535
H -0.38 -1.78 0.15 0.273
H 1.20 0.49 -0.31 0.257
H -0.10 1.16 -1.31 0.206
H -0.26 0.49 1.53 0.256

=====

two.
9
Properties=species:S:1:pos:R:3:mulliken_charge:R:1 method="wB97M-V/def2-TZVPD" orbital_gap_ev=11.17 e_lumo_ha=0.0284
N 2.64 -0.12 -0.48 -0.397
C 1.52 -0.04 -0.24 0.084
C 0.20 0.51 -0.08 0.121
C -1.01 -0.32 -0.26 -0.376
N -0.64 0.18 1.06 -0.533
H 0.23 1.55 -0.41 0.317
H -1.86 0.16 -0.72 0.240
H -0.88 -1.38 -0.49 0.275
H -0.20 -0.54 1.63 0.270

=====

Least stable of them? one.

=====

one.
9
Properties=species:S:1:pos:R:3:mulliken_charge:R:1 method="wB97M-V/def2-TZVPD" orbital_gap_ev=9.70 e_lumo_ha=0.0186
N -1.63 1.47 1.41 -0.418
C -0.94 0.68 0.86 0.223
C -0.14 -0.33 0.35 -0.445
C 0.73 -0.17 -0.64 0.062
N 1.30 -1.17 -1.46 -0.528
H -0.21 -1.30 0.86 0.255
H 0.77 0.86 -1.05 0.277
H 2.33 -0.66 -1.81 0.296
H 1.50 -2.14 -1.03 0.277

=====

two.
9
Properties=species:S:1:pos:R:3:mulliken_charge:R:1 method="wB97M-V/def2-TZVPD" orbital_gap_ev=8.90 e_lumo_ha=-0.0079
C -0.59 -0.26 1.09 -1.075
C 0.17 0.05 -0.08 0.503
C 0.34 0.92 -1.11 -0.408
N 1.33 -0.03 -1.75 -0.170
N 1.15 -0.91 -0.92 -0.220
H -1.47 -0.90 0.78 0.250
H -0.90 0.38 1.80 0.391
H -0.09 -1.10 1.61 0.317
H 0.05 1.85 -1.42 0.412

=====

Least stable of them? two.